# 1
A 2-piece molecular cluster, C21H32N4O8 overall, computed with ωB97M-V with the def2-TZVPD basis set.

```
65
Properties=species:S:1:pos:R:3:forces:R:3
O 2.515380 4.161746 -3.352633 -0.2 0.6 1.0
C 2.198650 4.340406 -2.192117 0.5 -1.3 -1.5
O 2.406903 5.510343 -1.551475 -0.5 -0.6 -0.1
C 1.689493 3.173830 -1.347509 -0.7 0.8 0.9
C 0.426528 2.441329 -1.869929 -0.1 1.2 -0.6
O -0.605592 3.402960 -2.112882 0.4 0.2 0.2
C -1.407993 2.950974 -3.211013 0.2 0.3 -0.6
C -2.144792 4.097408 -3.853568 0.9 0.9 -2.3
C -1.845169 4.555936 -5.120958 -0.3 -1.1 2.5
C -0.742911 3.969212 -5.964214 0.0 -0.6 0.8
N 0.166037 3.168281 -5.132676 0.0 0.5 0.3
C -0.432637 2.237885 -4.160690 0.0 0.7 -1.1
C 0.647401 1.722684 -3.219340 -0.3 -0.5 0.5
C 0.433456 0.274446 -2.883772 1.2 -1.8 -0.8
O 0.772538 -0.676596 -3.563540 -0.2 0.6 -0.2
N -0.100097 0.091632 -1.645613 0.3 1.0 1.3
C -0.145728 1.349635 -0.892244 -0.1 0.0 0.5
C 0.523264 1.247023 0.496326 0.3 -1.4 -0.2
O 1.157804 0.236889 0.768143 -0.4 1.2 0.2
O 0.300140 2.237975 1.389866 0.1 -0.7 -1.1
H 2.744712 6.105372 -2.237944 0.1 0.1 0.0
H 1.469559 3.597725 -0.366821 0.0 -0.2 0.1
H 2.508902 2.461166 -1.233342 0.0 0.0 -0.1
H -2.145681 2.227789 -2.849205 0.0 -0.2 0.1
H -2.933838 4.579155 -3.285693 0.1 -0.1 0.0
H -2.410436 5.389884 -5.524672 0.0 -0.1 0.0
H -1.179268 3.350935 -6.755950 -0.2 0.1 -0.3
H -0.178464 4.778076 -6.440695 0.0 -0.2 0.1
H 0.900764 2.727235 -5.686207 -0.4 0.1 0.3
H -0.941363 1.426356 -4.695337 -0.1 -0.2 0.3
H 1.648621 1.849400 -3.631915 -0.2 0.0 0.1
H 0.192833 -0.764359 -1.178831 -0.3 0.2 -0.1
H -1.193557 1.591909 -0.688128 0.1 0.3 0.0
H 0.762599 1.982530 2.203261 0.0 0.0 0.1
C 3.188193 -2.899643 1.450796 -0.3 -0.2 0.1
N 1.770287 -2.563560 1.585647 0.1 0.8 -0.4
C 0.862198 -3.315825 2.221064 0.0 -1.2 0.9
O 1.165295 -4.354337 2.800997 -0.2 0.3 -0.2
C -0.585936 -2.778941 2.261744 -0.6 0.3 0.2
C -1.222772 -2.816790 3.668425 1.0 -0.1 0.2
C -0.426267 -2.061153 4.751439 -0.6 0.3 0.0
C -0.350979 -0.556471 4.471980 0.3 -0.4 -0.1
C -1.094338 -2.248792 6.112870 0.3 -0.3 -0.3
N -1.516976 -3.364141 1.278397 1.3 1.4 0.5
C -1.826523 -4.625700 0.967698 -0.7 -1.8 -0.5
C -1.162266 -5.814775 1.626362 0.0 0.3 0.1
O -2.684394 -4.822846 0.121232 -0.2 0.1 -0.3
H 3.374523 -3.323742 0.462424 0.1 0.0 0.1
H 3.795103 -2.001662 1.575934 -0.1 0.0 0.0
H 3.481290 -3.630739 2.208247 -0.2 0.1 -0.1
H 1.463626 -1.685914 1.184691 0.1 -0.2 0.1
H -0.515837 -1.726786 1.989505 -0.1 0.1 -0.2
H -1.316776 -3.855869 3.982807 0.0 -0.1 0.0
H -2.227637 -2.395156 3.611353 -0.1 0.0 -0.1
H 0.585927 -2.459358 4.812799 0.1 -0.1 -0.1
H 0.239036 -0.371913 3.576599 0.0 0.2 -0.2
H -1.353916 -0.148157 4.347013 0.0 0.1 0.0
H 0.136246 -0.055299 5.308699 0.0 0.1 0.0
H -0.507922 -1.746222 6.881982 -0.1 0.0 0.1
H -1.141502 -3.311106 6.353101 -0.1 0.0 0.1
H -2.103332 -1.835999 6.099215 -0.1 0.0 0.1
H -2.065799 -2.706845 0.748759 0.0 0.0 -0.1
H -0.146146 -5.910285 1.250339 0.1 0.0 0.2
H -1.721680 -6.713467 1.373408 -0.1 0.2 -0.1
H -1.148788 -5.695679 2.705792 0.3 0.0 0.1
```
Positions in Å, forces in eV/Å.

Values from the calculation:
Lowest unoccupied orbital energy (eV): 0.11

# 2
C21H32O2Tl as an isolated structure, computed with ωB97M-V with the def2-TZVPD basis set.

```
56
Properties=species:S:1:pos:R:3:forces:R:3
C 5.630786 2.537001 1.194077 0.2 0.4 -0.7
C 6.051506 2.312029 -0.353734 -1.8 0.1 1.0
C 6.131698 0.737432 -0.762549 1.8 -0.8 -0.4
C 4.662746 0.018482 -0.539581 -1.1 0.2 -0.5
C 4.656659 -1.258169 -1.502209 1.7 1.3 -0.8
C 3.743768 -2.505642 -1.003752 -0.2 -1.2 1.4
C 2.581359 -2.149977 0.037876 -1.1 -0.7 -0.4
C 1.249249 -1.517108 -0.649101 0.6 -0.6 -0.3
C -0.108018 -1.871675 0.178620 0.9 0.0 0.6
C -0.671279 -0.611558 1.005427 -0.5 -1.2 0.8
C -0.342652 -0.681142 2.603772 2.2 -1.4 -0.2
O 0.549858 -1.373951 3.121933 -4.2 3.4 -1.6
O -1.303580 0.177352 3.283525 0.3 -0.8 -0.9
C -2.201397 0.749537 2.269523 2.1 -1.5 -1.2
C -2.285441 -0.472587 1.186553 0.8 2.5 -0.6
C -2.920064 0.167279 -0.149591 -0.6 -1.3 0.0
C -4.507840 0.066596 -0.260664 -3.1 -1.1 0.5
C -5.391781 -1.020868 0.422434 -0.8 2.4 -1.7
C -6.968015 -1.077080 0.231668 1.9 1.6 -1.2
C -7.733848 -0.045067 -0.687936 4.3 1.9 -0.5
C -6.885503 1.058287 -1.360731 0.0 -3.1 2.2
C -5.309763 1.126693 -1.164308 -1.3 0.1 -0.1
C -4.570817 2.321748 -1.934857 -0.6 -1.0 0.9
H 6.593413 2.796825 1.770321 -1.6 -0.4 -0.7
H 4.841331 3.377640 1.291791 1.5 -1.3 -0.1
H 5.176945 1.599503 1.681491 0.7 1.2 -0.7
H 7.111369 2.782195 -0.456504 -1.3 -1.2 -0.4
H 5.298741 2.798735 -1.080232 1.4 -0.6 1.2
H 6.905318 0.182996 -0.103925 -1.3 0.8 -1.2
H 6.414233 0.589921 -1.862104 -0.2 0.5 1.6
H 3.862760 0.771397 -0.891844 1.1 -1.2 0.9
H 4.600851 -0.209961 0.576452 0.0 0.3 -1.6
H 5.754597 -1.638662 -1.549004 -1.8 0.1 0.1
H 4.392418 -0.989969 -2.591583 0.3 -0.1 1.9
H 4.452413 -3.284145 -0.530903 -1.2 1.4 -0.6
H 3.346150 -3.015866 -1.968534 0.5 1.1 1.4
H 2.231747 -3.164832 0.482992 0.8 1.4 -0.7
H 2.902897 -1.517240 0.931283 -0.3 -1.0 -1.3
H 1.415981 -0.394207 -0.787546 -0.5 -1.4 0.2
H 1.169151 -1.987576 -1.700588 0.0 0.8 1.6
H 0.182236 -2.673210 0.953983 -0.7 1.1 -1.3
H -0.862609 -2.322744 -0.553188 0.8 0.8 1.1
H -0.174594 0.308359 0.530143 -1.1 -0.9 0.9
H -3.227411 1.132034 2.622492 2.6 -0.7 -0.3
H -1.564579 1.599772 1.809183 -1.7 -0.9 0.5
H -2.773701 -1.424209 1.627558 0.9 1.6 -0.9
H -2.484642 -0.437304 -1.039385 -0.8 1.0 1.1
H -2.540319 1.248004 -0.222057 -0.8 -1.6 -0.1
H -4.909113 -1.824461 1.088522 -0.9 1.4 -1.3
H -7.553987 -1.914998 0.769378 1.1 1.5 -1.0
H -8.858139 -0.043662 -0.880150 1.8 -0.3 0.5
H -7.428182 1.839847 -2.013363 1.2 -1.4 1.1
H -5.216346 3.263935 -1.915106 0.7 -1.3 -0.1
H -3.537881 2.569627 -1.518907 -1.5 -0.5 -0.6
H -4.470661 2.001596 -3.031546 -0.1 0.4 1.3
Tl -5.108020 1.293045 3.394487 -1.3 0.2 0.8
```
Positions in Å, forces in eV/Å.

Values from the calculation:
Lowest unoccupied orbital energy (eV): -14.87
Total charge: +3

# 3
A 3-piece molecular cluster, C21H33BF3N2O8 overall, computed with ωB97M-V with the def2-TZVPD basis set.

```
68
Properties=species:S:1:pos:R:3:forces:R:3
N 2.069236 -2.877627 2.094659 -0.1 -0.4 -1.3
B 1.792307 -2.583923 0.673233 1.7 0.2 0.4
O 2.873144 -2.413969 -0.216153 -1.8 -0.8 0.2
C 0.244696 -2.518349 0.210654 -1.9 0.3 -1.1
C -0.430833 -3.765134 -0.086063 0.5 1.2 0.3
N -1.754550 -3.872389 -0.494421 0.8 2.4 -0.2
C -2.296321 -5.199390 -0.794024 -1.4 -1.9 2.7
C -2.736147 -5.901325 0.665989 4.1 0.5 0.4
C -1.743637 -7.153621 1.121485 -2.5 0.2 0.3
O -1.821993 -5.683012 1.760702 -4.3 -0.1 -2.2
C -2.495675 -2.707385 -0.645749 0.1 2.0 0.0
C -3.979543 -2.713632 -1.143658 0.5 0.0 0.3
C -5.001540 -3.291382 -0.074091 -0.6 0.0 -1.3
O -4.440191 -3.371370 1.237112 -1.0 0.8 -0.9
C -5.045243 -2.445028 2.149381 0.5 0.1 0.9
C -3.867575 -1.931490 3.098512 -1.4 -1.7 -1.3
F -2.925429 -2.937474 3.142092 -0.8 2.0 0.6
F -3.315306 -0.818307 2.481540 -0.1 -1.0 1.4
F -4.361226 -1.654528 4.332214 1.3 0.1 -1.5
C -1.916106 -1.380078 -0.380519 2.1 -1.6 0.5
C -0.504900 -1.254768 0.054077 -2.0 -2.5 -0.5
C 0.131754 0.132392 0.295084 -0.2 0.7 0.4
O 1.254029 0.432931 0.054621 -0.3 -0.9 -0.2
O -0.739511 1.141453 0.805360 0.0 -1.1 -2.0
O -0.849301 0.925621 2.171451 -0.2 -0.8 1.8
H 2.974959 -2.497269 2.380581 -0.2 -0.4 -0.1
H 2.098054 -3.905350 2.173786 -0.3 0.6 0.7
H 3.467309 -3.185407 -0.135326 0.1 0.9 0.2
H 0.135681 -4.723607 0.012893 -0.8 0.9 -0.2
H -1.546894 -5.899235 -1.229791 -0.6 1.0 0.2
H -3.282675 -5.197351 -1.314427 1.2 0.5 -0.2
H -3.863100 -6.010809 0.887229 2.0 0.2 -0.2
H -1.380667 -7.440962 2.141590 1.3 -0.7 -1.3
H -2.722190 -7.766028 1.269747 0.4 0.8 1.1
H -4.065281 -3.302473 -2.092488 0.1 0.5 0.7
H -4.272437 -1.653442 -1.386319 0.6 -1.1 0.2
H -5.920388 -2.636155 -0.123646 1.0 -0.7 0.3
H -5.350748 -4.294726 -0.462668 0.5 0.8 0.9
H -5.842842 -2.987466 2.725025 0.8 0.7 -0.2
H -5.473794 -1.530410 1.660526 0.3 -0.9 0.3
H -2.514430 -0.447200 -0.535424 0.5 -1.2 0.2
H -1.465515 0.168564 2.304165 0.1 0.6 -0.3
C 3.631278 3.666454 -2.714772 -0.1 0.3 -0.2
C 3.377432 2.495806 -1.785833 0.1 0.0 0.3
C 3.578942 1.309195 -2.711713 0.0 -0.1 -0.2
O 4.543122 1.708951 -3.691941 -0.2 0.1 0.2
C 4.739016 3.128043 -3.601408 0.2 -0.1 0.0
H 3.907237 4.585088 -2.198418 -0.1 -0.1 0.0
H 2.737024 3.866147 -3.313514 0.0 0.0 0.0
H 4.130364 2.482796 -0.991993 -0.1 0.0 0.0
H 2.391719 2.509625 -1.320036 0.0 0.0 0.0
H 2.651327 1.052632 -3.237105 -0.1 0.0 0.1
H 3.937368 0.421635 -2.185731 0.0 0.0 -0.1
H 5.724147 3.303109 -3.155916 0.0 0.1 0.0
H 4.727373 3.564837 -4.601584 0.0 -0.1 0.0
C 2.148182 8.201653 0.377116 -0.2 0.2 -0.2
C 1.894446 7.032733 1.309384 0.1 -0.1 0.3
C 2.097196 5.844942 0.385792 -0.1 -0.2 -0.2
O 3.063087 6.243501 -0.595355 -0.2 0.2 0.2
C 3.257375 7.662109 -0.507391 0.3 0.0 0.0
H 2.424199 9.122409 0.891375 0.0 0.0 0.0
H 1.254479 8.399357 -0.222189 0.1 0.0 0.0
H 2.646694 7.021507 2.103521 -0.1 0.0 0.0
H 0.908395 7.046907 1.774594 0.0 0.0 0.0
H 1.170935 5.586730 -0.139507 0.0 0.0 0.1
H 2.455976 4.959017 0.913900 0.1 0.0 -0.1
H 4.241909 7.839293 -0.061751 0.0 0.1 0.0
H 3.245600 8.096636 -1.508466 0.0 -0.1 0.0
```
Positions in Å, forces in eV/Å.

Values from the calculation:
Lowest unoccupied orbital energy (eV): -4.95
Total charge: +1

# 4
A 5-piece molecular cluster, C21H33BrNO15P overall, computed with ωB97M-V with the def2-TZVPD basis set.

```
72
Properties=species:S:1:pos:R:3:forces:R:3
C -1.204179 -4.144829 0.468975 -0.6 0.2 0.0
C -2.677627 -3.847363 0.156938 1.1 -0.2 -0.3
C -3.136094 -2.409096 0.412776 -0.2 0.4 -0.8
P -1.846620 -1.062487 0.248658 0.3 1.5 1.7
N -2.001047 0.122481 1.267885 -0.2 -0.3 -0.4
O -3.862190 -2.405109 1.645053 -0.2 -0.1 0.3
C -5.097133 -2.901842 1.348823 -0.7 -0.6 1.8
O -5.888564 -3.280991 2.178734 1.2 0.5 -1.6
O -5.274032 -2.926724 -0.002005 -0.5 0.0 0.0
C -4.291867 -2.055594 -0.514988 -0.4 0.1 0.6
Br -4.991727 -0.240797 -0.222884 0.3 0.0 -0.3
H -1.093793 -5.178121 0.748221 0.1 -0.4 0.0
H -0.843541 -3.553810 1.293631 0.2 0.2 0.4
H -0.596035 -3.945277 -0.396902 0.5 0.1 -0.2
H -3.271851 -4.529996 0.741200 -0.5 0.0 0.2
H -2.843781 -4.110230 -0.879239 -0.2 0.0 -0.4
H -2.014607 -0.631775 -1.078647 -0.2 -0.6 -0.2
H -0.577623 -1.625667 0.337812 -0.1 -0.5 -0.5
H -1.155152 0.223645 1.805979 0.1 0.1 0.3
H -4.119222 -2.142222 -1.568844 -0.1 -0.4 -0.4
C 1.611440 -1.343741 -5.403923 0.3 0.1 0.1
C 0.956103 -1.796483 -4.123313 0.2 0.1 -0.2
C 0.355119 -0.701392 -3.276089 -0.2 0.1 0.1
O 0.422491 -1.276443 -1.954748 0.0 0.1 -0.3
C 1.465967 -2.146968 -1.947051 0.0 0.2 -0.3
O 1.896194 -2.652043 -0.965139 0.1 -0.2 0.4
O 1.923189 -2.346701 -3.197660 -0.1 -0.1 0.0
H 0.859580 -1.177391 -6.173958 0.0 0.0 0.0
H 2.166742 -0.416642 -5.255967 0.0 0.0 0.0
H 2.311231 -2.098888 -5.757871 -0.1 -0.1 0.0
H 0.219419 -2.580125 -4.324702 0.0 0.0 0.1
H -0.671959 -0.457979 -3.538810 -0.1 -0.1 0.2
H 0.957420 0.205106 -3.277763 0.1 0.0 -0.1
C 3.596006 3.738558 0.046305 0.2 0.1 -0.2
C 2.849528 2.860299 -0.923376 0.1 0.1 0.2
C 3.432895 1.484742 -1.149184 -0.1 -0.1 0.0
O 2.964590 1.185417 -2.479501 0.1 -0.1 0.2
C 2.796129 2.361874 -3.129842 0.1 0.1 0.3
O 2.577631 2.452435 -4.291740 -0.1 0.0 -0.4
O 2.899929 3.395157 -2.269413 -0.1 -0.1 0.0
H 3.344290 3.472640 1.071242 0.0 0.0 0.0
H 4.673977 3.635688 -0.076185 0.0 0.0 0.0
H 3.345816 4.786217 -0.113352 -0.1 0.0 0.0
H 1.794985 2.789083 -0.642977 0.0 0.0 -0.1
H 3.081338 0.736120 -0.444594 -0.1 -0.1 -0.1
H 4.524514 1.488408 -1.162109 0.0 0.1 0.1
C -7.645373 -0.848517 3.343024 -0.2 0.2 -0.1
C -7.981098 -0.918261 4.809841 0.0 0.0 -0.3
C -8.691741 -2.171156 5.262904 0.0 -0.1 0.2
O -9.404881 -1.707581 6.421061 0.0 -0.1 -0.1
C -9.644880 -0.383842 6.251193 0.2 -0.1 -0.2
O -10.359522 0.264302 6.936373 -0.2 0.2 0.2
O -8.951926 0.084787 5.185983 0.1 0.0 0.1
H -6.747783 -1.422880 3.135411 0.0 0.0 0.1
H -8.455580 -1.246264 2.730270 0.0 0.0 0.0
H -7.480573 0.184263 3.037955 0.1 0.0 0.1
H -7.085921 -0.744787 5.413293 0.0 0.0 0.0
H -8.021541 -2.983313 5.529941 0.0 0.0 0.1
H -9.418533 -2.522142 4.527170 0.0 0.0 -0.1
C 9.763592 3.860281 -1.567791 0.1 -0.1 0.2
C 8.398328 3.728794 -0.940488 0.2 0.0 -0.1
C 8.055700 4.745715 0.123069 -0.2 0.1 0.0
O 7.096960 4.030587 0.920009 0.1 0.1 -0.1
C 7.370600 2.707124 0.798731 0.2 0.2 -0.2
O 6.870297 1.856051 1.450412 -0.2 -0.3 0.2
O 8.279868 2.504311 -0.184059 -0.1 0.1 0.0
H 9.755783 4.636591 -2.331348 0.0 0.0 0.0
H 10.517916 4.114700 -0.822769 0.0 0.0 0.0
H 10.060163 2.920695 -2.030283 -0.1 0.0 -0.1
H 7.625054 3.707648 -1.714093 0.0 0.0 0.0
H 7.615946 5.658392 -0.269880 -0.2 0.0 0.1
H 8.911267 4.993357 0.754618 0.1 0.0 -0.1
```
Positions in Å, forces in eV/Å.

Values from the calculation:
Lowest unoccupied orbital energy (eV): 0.01

Number 1: Kohn-Sham gap 9.05 eV. Number 2: Kohn-Sham gap 1.33 eV. Number 3: Kohn-Sham gap 5.58 eV. Number 4: Kohn-Sham gap 9.09 eV.